ORCA calculation (the ωB97M-V functional and the def2-TZVPD basis) on a structure of composition C44H58BFLuN11 in a non-equilibrium geometry.

Last column: Mulliken charge in e.
Positions of all 116 atoms, in Å:
H -1.94827 -5.28034 -3.17287  0.325
C -1.28956 -2.94846 -0.18782  0.973
H -2.46967 -7.01410 -0.62421  0.297
H -3.61377 0.38904 -5.73247  0.166
H 2.97064 -2.71826 5.23909  0.306
H -0.53758 -1.52320 4.18967  0.467
H 4.91612 -0.40517 -1.82995  0.474
H 3.19695 -4.24636 4.43808  0.359
C 2.17646 2.20790 -1.12220  0.100
H -5.46173 -1.11257 -6.56769  0.337
H -3.24564 5.11070 0.68156  0.301
H -4.46600 -1.46869 -1.18003  0.440
H 2.39770 -0.68089 -4.35619  0.323
C -0.50533 2.58041 -3.43909  -0.106
C 3.14005 -3.10726 1.68320  -0.833
H -2.18834 -2.85354 -3.44260  0.445
H -3.84126 4.44106 3.97574  0.402
C 2.38880 3.68291 -0.99495  -1.436
C -1.45989 -6.72888 -1.00793  -1.672
H 1.92748 2.67060 4.44201  0.103
F -2.65790 1.57785 -0.29956  -0.755
C 2.14890 -2.46374 -1.91571  -0.867
H -1.98453 1.18290 -5.92728  0.533
H -6.31910 -2.21561 -5.42884  0.379
H -0.75773 -7.19951 -0.31203  0.386
C 4.42583 -1.35638 -1.62245  -1.547
H -3.94249 2.31689 3.36223  0.617
N 0.81535 3.13724 1.53835  0.401
C -0.66127 -2.63008 2.20081  0.184
H 5.44814 -3.18742 3.16047  0.510
H 2.60097 4.07332 -2.04766  0.435
H 2.30985 -2.67852 -0.85749  -0.221
H 3.98196 -0.15231 -3.89748  0.366
C -1.49761 1.58960 -5.08408  -0.184
C 1.14071 1.83167 4.44082  -0.971
C 0.90117 4.45219 1.97111  0.523
H 4.36968 -1.35091 -0.50445  0.204
N 1.60158 0.02149 -0.62282  0.117
H 1.11768 -2.13604 -2.07082  -0.007
H 2.13391 6.22509 1.48490  0.319
H -6.21611 -1.72423 -2.91483  0.383
C 2.60761 1.36988 -2.16185  -0.159
H -1.06823 -4.75574 1.03486  0.356
C -2.79360 -0.06948 -3.76996  1.162
C -1.26322 3.81557 1.81442  -0.367
H 3.58639 -1.91759 -4.20463  0.436
H -3.21083 1.62270 1.90379  -0.091
H 0.04568 3.29740 -2.82939  0.378
N -1.08247 1.50269 -2.89574  -0.018
C -1.70211 -4.66403 -2.31888  -1.286
C -2.86749 4.59810 3.50850  -2.164
H -0.76192 5.90720 2.48428  0.320
H 0.96142 1.52577 5.51280  0.397
H -1.16167 0.58594 2.58346  0.333
C -2.96944 -0.70373 -2.52224  -0.783
C 2.37254 0.01117 -1.74447  -0.866
C -1.00888 -0.42858 2.27662  -0.342
H 3.41757 -2.39375 0.93439  -0.335
H 3.03499 1.61391 -3.11479  0.494
H 5.17314 -1.89483 4.30106  0.415
H 4.95922 -2.20723 -2.02004  0.436
C -5.28091 -1.21177 -3.15712  -0.718
C -0.77941 2.74688 -4.81491  -1.304
H 3.75274 -3.99281 1.60193  0.436
H 3.30172 3.81019 -0.33324  0.201
C -3.53276 4.14383 1.15743  -1.599
H -0.46297 3.51164 -5.50229  0.423
N -0.54558 2.77999 1.39435  0.257
C -1.24942 -4.36602 0.02451  -1.025
C -1.36496 -5.24330 -1.08451  0.498
C -4.98561 -0.81263 -4.48291  0.462
H -2.78879 5.65666 3.32526  0.416
H 3.07023 4.71581 1.48761  0.228
H 0.16196 2.26101 4.07226  -0.083
C -1.69284 -2.34188 -1.42101  0.637
C -0.66134 -1.54748 3.11181  -1.733
C -3.82329 -0.12306 -4.78147  -0.760
H 2.64390 5.39749 3.03494  0.344
C -2.64781 3.70363 2.29714  2.900
C -4.28783 -1.13772 -2.21499  -0.466
C 1.67632 0.65887 3.73474  0.296
N 2.52343 -0.50256 1.97214  -0.405
H -0.49732 -3.69184 2.43775  0.252
N 1.58940 1.45610 -0.13611  0.529
C 3.27107 -0.96567 -3.75345  -1.914
N -1.69734 0.85640 -3.95077  0.051
H 1.75017 -3.24480 4.11625  0.263
H -2.29327 1.82710 3.52307  0.430
C 2.24426 -0.52290 4.23007  -1.184
C -5.95293 -1.17958 -5.57330  -1.562
H -4.56271 4.25466 1.46050  0.470
H 5.41142 -1.51982 2.59627  0.294
H 1.54750 4.31513 -0.62482  0.210
N 1.84056 0.66329 2.36566  0.482
N -0.97906 -2.17345 0.95755  0.648
C 3.46231 -2.49397 3.06519  2.389
N -1.85833 -1.00295 -1.68204  0.521
C 2.23488 5.23924 2.01102  -1.383
H -6.79633 -0.50932 -5.61429  0.313
H 2.91426 2.44586 1.41723  -0.060
C 3.01161 -1.22283 -2.26750  2.476
C 4.96803 -2.24708 3.30068  -1.917
N -1.07634 -0.80411 0.97170  -0.197
H 2.44410 -3.32040 -2.53804  0.539
Lu -0.88974 0.75109 -0.68766  1.963
H -3.43968 3.38963 0.32541  0.051
C 2.83166 -3.23344 4.26265  -1.561
C 2.74833 -1.17551 3.09317  -0.034
H 2.28921 -0.87356 5.25399  0.360
C -3.02160 2.27513 2.80543  -1.512
H -1.39674 -7.15870 -2.00616  0.395
H 2.08257 -3.36554 1.61887  0.132
C -0.41452 4.93581 2.09083  -1.278
B 1.83535 1.87786 1.36455  -0.326
H -2.07419 4.44855 4.21301  0.497
C -1.86821 -3.26088 -2.48510  -0.240

The total energy comes out at -3674.13219 Eh. The calculation puts the lowest unoccupied orbital energy at 0.32 eV. For the molecular weight, the calculation gives 945.8 g mol⁻¹. The HOMO-LUMO gap comes out at 7.36 eV.

=====

ORCA calculation (the ωB97M-V functional and the def2-TZVPD basis) on an isolated molecule of C4H8O2S2 in a non-equilibrium geometry.

Last column: Mulliken charge in e.
Positions of all 16 atoms, in Å:
H -1.56695 2.63910 -2.63466  0.311
C -0.11783 -2.34586 2.96836  -0.766
O -0.35230 -2.02533 -0.67300  -0.612
C -0.90405 0.58899 -0.24189  -0.716
H -0.59761 -2.80474 3.84495  0.312
H -1.40301 0.08776 -2.25765  0.386
S -1.36107 -1.34012 1.99969  -0.086
H -0.94653 1.36285 0.48709  0.322
H -3.15312 2.10071 -1.98858  0.285
C -2.06098 2.19976 -1.76974  -1.098
C -1.41360 0.87761 -1.48500  0.311
S -0.23854 -0.97317 0.34610  1.060
H -1.95728 2.88930 -0.93072  0.310
H 0.71508 -1.69003 3.26724  0.285
H 0.30933 -3.12827 2.35316  0.306
O 1.15953 -0.83652 0.76547  -0.610

The total energy comes out at -1104.00365 Eh. The calculation puts the lowest unoccupied orbital energy at 0.26 eV. For the molecular weight, the calculation gives 152.2 g mol⁻¹. Its relative energy (zero: lowest compared OMol25 entry of this formula, charge and spin) is 53.5 kcal per mole. As for the SMILES: C/C=C/S(=O)(=O)SC. The HOMO-LUMO gap comes out at 9.90 eV.